# C2H2IN3

One molecule with the formula C2H2IN3 in a non-equilibrium geometry (ωB97M-V/def2-TZVPD, OMol25).

Last column: natural (NBO) charge in e.
Element x y z (Å)
N 0.9509 -0.0053 -0.1968  -0.44
N -0.8847 1.3059 0.4313  -0.41
I -2.4985 -2.3503 0.3618  0.33
H 1.8732 -0.0352 -0.5997  0.40
C 0.2903 1.2318 0.1028  0.09
H 1.0012 2.0413 -0.0112  0.19
C -0.9588 -1.0840 0.1122  0.07
N 0.2265 -1.1041 -0.2004  -0.25

Results
Kohn-Sham gap (alpha / beta): 7.992 / 7.982 eV
ΔE to the lowest compared entry with this formula, charge and spin: 358.67 kJ/mol

---

# C22H36B2Cl3F10N3O10S

A 2-piece molecular cluster, C22H36B2Cl3F10N3O10S overall (ωB97M-V/def2-TZVPD, OMol25).

Last column: Löwdin charge in e.
Element x y z (Å)
C 1.8163 3.1658 1.4131  -0.07
C -4.3460 1.6994 1.6416  -0.07
H -1.2985 5.3463 -4.4151  0.08
O 2.0347 1.8629 -1.3050  0.08
C -1.7367 -0.3062 1.1674  -0.44
F -1.6015 2.5738 0.0565  0.06
F 6.6402 -4.4153 -1.7736  -0.12
H 2.8336 1.1692 -3.1116  0.10
C 0.7776 -0.2620 1.8049  -0.11
H 3.4659 -2.1078 0.0615  0.11
H 2.0399 3.9683 0.7064  0.09
C 3.0808 1.8492 -2.2980  0.02
H -2.0648 -5.0024 0.8588  0.07
O -9.5370 1.4687 2.2519  -0.37
H 1.4629 -2.0985 0.8368  0.10
S 6.7709 -3.3353 -0.6206  0.79
C -2.0129 3.3540 -3.9205  -0.18
C -0.2437 2.3698 0.0530  -0.23
C -1.0956 4.3102 -4.6797  -0.05
F 5.7195 -2.3872 -1.3702  -0.15
Cl -1.8563 -1.9097 3.4484  0.81
H -2.9613 1.2816 -1.1991  0.16
H -2.3729 2.5482 -4.5640  0.12
C -2.4195 0.3357 -1.1470  -0.30
C -3.9633 -0.2983 -2.7866  -0.26
H 0.1557 3.0112 -0.7335  0.16
O -1.3737 2.8011 -2.7416  0.09
O -8.2869 0.6620 0.4136  -0.39
F 5.3949 -3.2280 2.4666  0.13
H -1.7903 1.5345 2.0269  0.08
O -0.2363 1.1030 -3.9458  0.20
H 0.2536 -0.1982 2.7622  0.11
C 5.3120 -4.1486 0.2954  -0.45
Cl -8.3418 0.7725 1.8550  0.63
H -4.0048 -0.3404 2.3064  0.12
H 0.0778 2.1561 2.2083  0.10
C -1.8135 -4.2821 1.6373  -0.12
H 2.0717 3.5315 2.4079  0.09
H -3.7060 0.8632 3.5220  0.11
H 1.1623 -2.2390 2.5534  0.11
F 7.9237 -2.6333 -1.4332  -0.11
H 1.4663 0.5826 1.8023  0.09
C 3.0879 -1.4029 2.0883  -0.13
B -0.8684 1.5538 -2.8067  -0.62
C -1.7849 -1.7580 1.7300  -0.56
H -4.8407 1.2281 0.7904  0.08
H 4.8206 -1.2706 0.7854  0.12
C -0.9495 0.5587 -1.5264  -0.04
H -0.2232 3.7541 1.5854  0.14
H -2.5798 -4.3357 2.4087  0.07
H 4.0266 1.5809 -1.8294  0.11
H -3.7031 2.5190 1.3198  0.06
H -0.8382 -4.5648 2.0416  0.09
O 1.8448 -0.5228 -1.1959  0.22
F 3.5504 -4.1223 1.7490  0.12
H 3.3404 -0.3475 2.2120  0.11
C 1.5829 -1.5815 1.7899  -0.15
H 3.1460 2.8617 -2.6925  0.11
N -0.0351 0.9362 -0.3579  0.09
F 5.7519 -5.2720 0.8417  0.15
H -0.2839 0.1472 -4.0603  0.12
N -2.8853 -0.5364 -2.2460  0.16
Cl -1.5438 -2.9118 -0.6870  0.79
O -7.1738 1.5138 2.3042  -0.41
C 0.3245 2.8269 1.3873  -0.14
O -2.6842 -0.2433 0.0862  0.00
C 4.0177 -1.9728 0.9921  -0.09
H -2.8962 3.8725 -3.5456  0.13
N -2.1189 0.6003 2.2006  -0.01
C 4.5888 -3.3083 1.3920  -0.47
H -0.1452 -1.0593 0.0913  0.08
F 7.8422 -4.2326 0.1133  -0.12
H -0.0561 4.0829 -4.4332  0.08
B 1.3655 0.7474 -1.0076  -0.69
H -1.2057 4.1712 -5.7548  0.08
O -8.3127 -0.5455 2.4443  -0.39
C -0.2722 -0.1585 0.6895  -0.14
C -3.5768 0.6524 2.4568  -0.22
O -4.9403 -0.1305 -3.3667  0.24
F 6.9409 -2.2325 0.5179  -0.14
H 3.3341 -1.8792 3.0395  0.12
H -0.5837 -0.4053 -1.8898  0.12
H -5.1580 2.0665 2.2619  0.05
H 1.5751 -0.9751 -2.0022  0.14
F 4.4053 -4.4551 -0.6335  0.13
H 2.4657 2.3272 1.1641  0.06
C -1.7489 -2.9053 1.0401  -0.67

Results
Kohn-Sham gap: 6.121 eV

---

# C31H33BBrCdF8N4O3PS

C31H33BBrCdF8N4O3PS as an isolated structure (ωB97M-V/def2-TZVPD, OMol25).

Last column: Löwdin charge in e.
Element x y z (Å)
H 5.0234 2.4712 2.4252  0.10
C -2.7006 -1.1503 -2.1933  -0.10
H 3.7762 1.9872 0.5910  0.09
H -1.7402 1.3101 -4.0082  0.11
F -1.5494 -6.3627 3.2989  0.14
O 0.1859 4.0769 0.7272  0.03
C 2.2245 2.1226 -3.4124  -0.07
N 3.2604 1.3695 2.5017  -0.19
H -4.1129 -0.9307 -3.7855  0.11
H 3.2777 -3.2655 -3.3971  0.10
C 3.6323 -0.6174 4.5295  -0.07
H -3.7787 2.5602 -3.3103  0.08
F -2.8638 1.3452 0.6965  0.04
H -1.6784 2.9732 -4.6046  0.12
C 2.7450 -2.1184 -1.6638  -0.08
C -1.7163 -4.0506 0.5374  -0.20
C -4.9107 -1.3676 -0.5265  -0.06
N -0.0940 2.2266 -0.5600  0.06
H -0.8995 -3.0829 -2.4983  0.10
H -1.8455 -1.0287 -2.8424  0.09
H 3.7668 -1.8510 -1.4247  0.10
C 0.1170 -2.8005 -2.2644  -0.08
B -3.0644 1.2402 2.1113  -1.30
C 1.1577 -3.2525 -3.0636  -0.07
F -0.1674 -4.2821 4.2940  0.08
Cd -0.4732 1.0640 1.2455  1.29
C -0.2451 1.6827 -1.7910  -0.46
C 1.7058 -1.6570 -0.8694  -0.11
C 1.8305 0.5087 5.7507  -0.09
H 2.9689 1.7737 -4.1287  0.08
H -3.5105 -1.5648 1.0725  0.11
H 1.9215 -1.0307 -0.0104  0.07
N 2.6936 0.5065 4.5697  -0.22
C -1.8986 -5.1948 1.2916  -0.13
C -0.0661 4.0159 -2.8068  -0.42
C -2.8330 2.7158 -2.7907  -0.06
C -0.6855 -4.1863 3.0688  -0.27
H 0.9799 -0.1636 5.6227  0.06
H -5.7645 -1.4246 0.1361  0.11
H 1.4560 1.5077 5.9499  0.07
H -6.0870 -1.1219 -2.3051  0.10
C 2.4705 -2.9129 -2.7679  -0.08
H 4.5228 -0.4259 5.1305  0.09
F -4.3777 1.1526 2.4535  0.18
C 0.0372 3.5835 -0.3738  -0.55
H 0.1046 5.3978 -1.3077  0.17
H 5.2861 0.7212 2.3835  0.10
F -2.3294 0.0493 2.4964  -0.03
C 2.3294 1.1791 3.4544  -0.76
H 3.9252 -0.8396 3.5081  0.08
H 3.1264 -1.4976 4.9300  0.08
C -2.5190 -1.3513 -0.8293  -0.36
H 0.5864 1.0079 -4.2657  0.12
C -5.0886 -1.1885 -1.8914  -0.07
Br 0.5089 -1.6795 3.0880  0.88
C -1.0564 -2.9247 1.0184  -0.27
C -0.5212 -3.0460 2.3021  -0.56
H 0.7617 2.6448 -4.9151  0.12
H 2.4322 0.1778 6.5957  0.09
C -3.6332 -1.4484 0.0025  -0.10
C -1.6648 2.3558 -3.7050  -0.16
O 0.0320 4.8222 -3.7051  0.10
O -0.3458 0.4669 -1.9257  -0.02
S 0.7514 1.8430 3.3423  0.65
H 2.1930 1.2374 0.6831  0.04
C 4.6818 1.5158 2.8237  -0.04
C -1.3877 -5.2643 2.5704  -0.14
F -2.5484 -6.2374 0.7831  0.14
H 0.9395 -3.8730 -3.9237  0.11
F -2.3620 2.3145 2.6862  0.07
N -0.0056 4.4110 -1.4913  0.22
F -2.1988 -4.1028 -0.7075  0.11
C 2.8776 1.9076 1.1992  -0.09
H -2.8493 2.0973 -1.8898  0.07
C 0.8216 2.0405 -4.0093  -0.17
H 2.3076 1.4970 -2.5190  0.07
H 2.4817 3.1505 -3.1431  0.08
H 4.8302 1.5282 3.8976  0.09
C -0.2755 2.5357 -3.0539  -0.31
H 2.3950 2.8822 1.2934  0.07
H -2.7958 3.7640 -2.4843  0.08
P -0.8861 -1.3648 -0.0163  1.07
C -3.9822 -1.0812 -2.7211  -0.07
C 0.3870 -1.9986 -1.1589  -0.37

Results
Kohn-Sham gap: 8.839 eV
ΔE to the lowest compared entry with this formula, charge and spin: 39.05 kJ/mol

---

# C34H36AsCl4N3O3PdS

C34H36AsCl4N3O3PdS as an isolated structure in a non-equilibrium geometry (ωB97M-V/def2-TZVPD, OMol25).

Last column: Löwdin charge in e.
Element x y z (Å)
C -4.2383 -1.8310 2.0185  -0.09
H 1.2878 -1.3708 3.9782  0.11
C -3.4688 -3.0207 -2.5889  -0.08
C 0.9371 -3.2316 -1.1839  -0.29
C -3.5045 0.1757 -1.0355  -0.75
C 3.1343 -0.3379 0.7162  -0.11
H -2.8679 -1.9305 0.2883  0.11
C 3.2477 3.3961 -1.1067  -0.61
C 3.0442 -0.3790 3.1354  -0.07
C 0.9733 0.0736 -3.5884  -0.11
C 0.8356 3.9966 -1.1179  -0.37
H 3.6377 -0.0541 -0.2078  0.05
C 0.3877 2.7342 4.7943  -0.04
O 1.5724 1.7780 -0.7935  -0.20
H 1.3749 -6.0227 0.6977  0.11
C 3.7036 -0.0570 1.9558  -0.07
H 3.3712 0.9666 -5.8477  0.10
C 0.5610 -3.8185 -2.3956  -0.10
H 1.0292 1.8262 4.6658  0.08
H -0.1038 0.1963 -3.3320  0.09
Cl 5.1601 5.2458 -1.1896  0.68
H -2.8664 3.6274 3.7657  0.10
H -3.3853 -0.2604 -2.9449  0.12
H 0.9526 -7.1236 -1.5651  0.11
S -2.6604 1.6449 -1.4616  0.62
C 2.4748 5.7261 -1.2335  -0.67
C -1.0207 2.4753 4.1773  -0.60
H -2.0932 4.0373 5.3358  0.10
C 0.5461 -5.2184 -2.5085  -0.08
H -3.8527 -3.9802 -2.2501  0.07
N -0.8273 1.8420 1.6113  0.21
C -3.2793 -1.1847 1.0091  -0.27
H 0.2711 -5.6761 -3.4601  0.11
C 3.0787 -1.0496 -3.1023  -0.10
Pd -0.3938 1.6522 -1.1144  0.61
N -3.9903 -0.1770 0.2121  -0.03
H -4.7910 -2.1496 -1.1231  0.09
C 0.8920 -6.0363 -1.4258  -0.08
As 1.0283 -1.2873 -1.0458  1.32
C 1.5311 0.6406 -4.7099  -0.07
C 1.1758 -5.4191 -0.2040  -0.08
H -5.1090 -2.2758 1.5118  0.07
H 0.2684 -3.1584 -3.1903  0.10
C -0.8345 2.1476 2.7455  -0.15
H 0.9193 1.2904 -5.3311  0.11
C 1.9169 3.0055 -1.0204  -0.36
H -1.3864 4.6084 3.7823  0.10
C 1.8070 -1.0598 3.0596  -0.09
C 1.1581 5.3612 -1.2487  -0.65
H 0.8881 3.5329 4.2414  0.09
H -3.3811 -3.0498 -3.7092  0.09
H 0.1966 -1.7338 1.7869  0.10
C 1.2453 -4.0289 -0.0702  -0.09
Cl 4.4753 2.1922 -1.2153  0.73
C -1.6650 1.2445 4.8440  -0.05
Cl 2.8633 7.4421 -1.2645  0.63
C 3.5153 4.7809 -1.1668  -0.70
H -4.1684 0.6614 0.7867  0.13
H -3.7161 -2.6623 2.5615  0.08
O -0.4038 3.6505 -1.1742  -0.20
H -2.3924 -0.6710 1.4593  0.10
C 3.6329 -0.4966 -4.2805  -0.08
Cl -0.1603 6.4252 -1.4222  0.75
C 1.1840 -1.2796 1.8415  -0.11
H 4.7240 0.3492 1.9415  0.11
C 1.8855 -0.9579 0.6480  -0.31
H 1.5518 -3.5546 0.8682  0.09
C 2.9045 0.4461 -5.0125  -0.06
C -1.8791 3.7400 4.2779  -0.06
H -5.3617 -1.8246 -2.7576  0.12
H -2.6704 1.0034 4.4175  0.09
C -4.4594 -1.9284 -2.1231  -0.20
H 0.3144 2.9831 5.8770  0.10
H 4.6559 -0.7812 -4.5521  0.11
H 3.4243 -0.1053 4.1190  0.10
H -1.7653 1.3912 5.9322  0.09
H -4.5807 -1.1023 2.7673  0.07
H -1.0285 0.3596 4.7114  0.08
H -2.4873 -2.8905 -2.1535  0.05
H 3.6945 -1.7189 -2.4896  0.11
C 1.7706 -0.7293 -2.7271  -0.32
O -0.5735 -0.4421 -1.0180  -0.63
N -3.8378 -0.5833 -2.0788  -0.01

Results
expectation value of S²: 2.041
2S+1: 3
Kohn-Sham gap (alpha / beta): 5.619 / 5.738 eV
ΔE to the lowest compared entry with this formula, charge and spin: 27.12 kJ/mol